This record from OMol25 describes a 2-piece molecular cluster, C4H10O2 overall at a distorted geometry. The level of theory is ωB97M-V with the def2-TZVPD basis set.

The calculation puts the energy above the lowest of the compared OMol25 structures with the same formula, charge and spin at 2.505 eV. The value obtained for the LUMO energy (spin up / spin down) is -5.60 / -8.99 eV. The strongest force on any atom is 0.0213 hartree/bohr. As for the spin multiplicity: 2. As for the net charge: +1. The HOMO-LUMO gap (spin up / spin down) comes out at 9.94 / 6.54 eV.

The geometry in XYZ format:
```
16
Properties=species:S:1:pos:R:3:forces:R:3:lowdin_spin:R:1
O 2.267350 0.260434 -1.748728 0.161 -0.751 0.385 0.16
O -2.073250 1.690069 1.173421 0.262 -0.420 -0.163 0.02
C -0.732239 -1.499173 1.155083 0.378 0.965 -0.360 0.06
C -0.008041 -1.047865 -0.044924 -0.041 -0.350 0.105 0.32
C 0.966091 0.807665 -1.538891 0.149 0.408 -0.351 0.02
C 0.545173 0.215887 -0.254671 -0.017 -0.132 0.661 0.36
H -0.221908 -2.366489 1.551371 -0.139 -0.801 -0.126 0.02
H 2.592268 -0.284515 -1.002755 0.002 0.409 -0.457 0.00
H 0.811847 0.749175 0.649818 0.005 0.233 0.141 0.01
H -0.824250 -0.794748 1.968500 -0.037 0.486 -0.071 0.00
H -1.722135 -1.738348 0.757985 -0.221 -0.545 0.319 0.02
H 1.070917 1.892714 -1.492450 -0.232 -0.071 0.194 0.00
H 0.061600 -1.818193 -0.811870 0.068 0.255 -0.302 0.01
H -1.347485 2.172284 1.587532 -0.100 0.069 -0.086 0.00
H 0.315328 0.555698 -2.370573 -0.008 -0.209 -0.120 0.00
H -1.701266 1.205403 0.421150 -0.233 0.453 0.232 0.00
```
Forces are in eV/Å.